Density functional theory data (ωB97M-V with the def2-TZVPD basis set) for a cluster of 2 separate species, C2H6OS2 in total in a non-equilibrium geometry.

Each line ends with the Löwdin charge.
CARTESIAN COORDINATES (ANGSTROEM)
S  1.6839  -1.2851  0.5583  -0.14
S  3.7409  -1.3738  -0.5789  -0.08
H  0.3601  -0.8619  0.7332  -0.36
H  4.2304  -0.3085  0.0673  -0.33
C  -2.1384  -0.0360  -0.0068  -0.03
C  -1.1723  0.6525  -0.5900  -0.33
O  -0.7110  1.8553  -0.1127  -0.04
H  -2.6027  -0.9230  -0.4147  0.05
H  -2.2623  0.1315  1.0675  0.06
H  -0.6964  0.4151  -1.5297  0.11
H  -0.4322  1.7339  0.8065  0.09

Forces on atoms 1 to 3 (eV/Å):
S -1.50 -0.49 1.60
S 1.16 0.22 -0.95
H 0.44 0.22 -0.50

As for the highest occupied orbital energy (alpha / beta): -2.4 / -3.3 eV. The HOMO-LUMO gap (alpha / beta) is 6.1 / 6.7 eV. The calculation puts the LUMO energy (alpha / beta) at 3.70 / 3.39 eV. The expectation value of S² is 0.7559. As for the spin multiplicity: 2. The energy relative to the best compared isomer or geometry (same formula, charge and spin) comes out at 13.2 kcal/mol. The net charge is -1.



Density functional theory data (ωB97M-V with the def2-TZVPD basis set) for a cluster of 6 separate species, C47H74N3O11PS in total in a non-equilibrium geometry.

Each line ends with the Löwdin charge.
CARTESIAN COORDINATES (ANGSTROEM)
C  1.4496  -5.6406  -1.1934  -0.11
C  2.1631  -4.2659  -1.0792  -0.19
C  2.2578  -3.6060  -2.4556  -0.15
C  1.4933  -2.4860  -2.7458  -0.20
C  1.5821  -1.9414  -4.0143  -0.41
C  2.3968  -2.4305  -4.9864  -0.06
C  3.1963  -3.5307  -4.7104  -0.23
C  4.1297  -4.0067  -5.8055  -0.14
C  3.4945  -4.9995  -6.8454  -0.25
N  2.0867  -5.2546  -6.4958  0.01
C  3.1094  -4.1053  -3.4520  -0.22
P  4.1298  -5.5784  -2.9258  0.93
O  4.4661  -6.4756  -4.2805  -0.29
O  5.6030  -4.8687  -2.5526  -0.29
S  0.5640  -0.4975  -4.3099  1.05
C  0.7740  0.3148  -2.7339  -0.43
C  0.9382  1.6635  -2.6215  -0.05
C  1.1411  2.2674  -1.4040  -0.15
C  1.3504  3.7672  -1.4670  -0.10
C  2.8602  4.1971  -1.5232  -0.06
C  2.9901  5.3209  -2.5342  -0.51
O  2.7404  6.4778  -2.2289  0.07
O  3.4279  5.0298  -3.7790  0.11
C  1.1723  1.4796  -0.2491  -0.09
C  1.4204  2.0670  1.1439  -0.29
C  2.9134  2.3955  1.3883  -0.04
C  0.4452  3.2433  1.5230  -0.19
C  1.1177  4.5927  1.8459  -0.10
C  0.9972  0.0979  -0.3752  -0.08
C  1.0556  -0.8432  0.8292  -0.11
C  -0.3262  -1.1215  1.4750  -0.14
C  -1.2987  0.0857  1.4390  -0.16
C  -2.4465  -0.0979  0.4303  -0.10
N  -3.0430  1.1682  -0.0182  -0.11
C  -3.1465  1.3453  -1.3600  -0.11
C  -3.6872  2.5952  -1.5593  -0.11
C  -3.9097  3.1360  -0.2796  -0.12
C  -3.5169  2.2356  0.6894  -0.08
C  0.7912  -0.4986  -1.6223  -0.18
N  0.6321  -1.9326  -1.7308  -0.01
C  -0.7582  -2.3109  -2.0103  -0.17
O  -1.3079  -3.1012  -0.9721  -0.13
O  -1.9597  -4.2016  -1.5922  -0.03
H  0.9978  -5.7700  -2.1818  0.07
H  2.1207  -6.4706  -0.9655  0.04
H  0.6108  -5.7023  -0.4873  0.07
H  1.6099  -3.5878  -0.4339  0.09
H  3.1987  -4.3635  -0.7334  0.05
H  2.4299  -1.9706  -5.9699  0.12
H  4.9986  -4.4699  -5.3362  0.08
H  4.5088  -3.1102  -6.3105  0.11
H  3.5154  -4.4995  -7.8164  0.10
H  4.1136  -5.9031  -6.8286  0.09
H  1.6409  -5.6148  -7.3324  0.06
H  2.0478  -5.9565  -5.7644  0.07
H  5.4213  -6.4957  -4.4412  0.06
H  5.4243  -4.1967  -1.8768  0.04
H  0.9257  2.2546  -3.5348  0.12
H  0.8214  4.3328  -0.7063  0.07
H  0.9310  4.0958  -2.4266  0.12
H  3.4429  3.3214  -1.8175  0.13
H  3.1953  4.6431  -0.5888  0.10
H  3.5135  5.8939  -4.2123  0.13
H  1.2024  1.2863  1.8716  0.10
H  3.2591  3.2622  0.8344  0.05
H  3.0522  2.5146  2.4686  0.09
H  3.5366  1.5365  1.1082  0.09
H  -0.3025  3.4019  0.7387  0.10
H  -0.1190  2.9570  2.4198  0.10
H  1.8167  4.8915  1.0583  0.05
H  1.6773  4.5902  2.7857  0.07
H  0.3662  5.3897  1.8755  0.07
H  1.7301  -0.4368  1.5879  0.10
H  1.5419  -1.7546  0.4770  0.10
H  -0.1384  -1.3292  2.5391  0.10
H  -0.8056  -2.0300  1.0990  0.10
H  -1.7811  0.1293  2.4141  0.07
H  -0.8007  1.0455  1.3056  0.08
H  -2.1223  -0.6515  -0.4448  0.08
H  -3.1998  -0.7119  0.9434  0.14
H  -2.8452  0.6010  -2.0801  0.11
H  -3.8867  3.0073  -2.5385  0.08
H  -4.3298  4.1178  -0.0957  0.09
H  -3.5588  2.3220  1.7730  0.10
H  -0.8185  -2.8423  -2.9639  0.14
H  -1.3681  -1.4024  -2.1044  0.11
H  -2.5540  -4.5593  -0.9145  0.06
C  5.1970  -5.1321  2.8449  -0.02
C  5.2102  -5.2557  1.3427  -0.47
O  4.6118  -4.4691  0.6412  0.04
C  5.9962  -6.3967  0.7496  -0.01
H  4.5956  -4.2715  3.1316  0.08
H  4.7630  -6.0293  3.2889  0.09
H  6.2135  -4.9917  3.2157  0.09
H  5.5959  -7.3481  1.1038  0.09
H  7.0473  -6.3109  1.0306  0.09
H  5.9179  -6.3643  -0.3360  0.06
C  -6.0252  -6.8669  0.8060  -0.02
C  -4.9902  -6.2704  -0.1126  -0.49
O  -4.1490  -5.5037  0.3017  0.07
C  -5.0467  -6.6677  -1.5663  -0.01
H  -5.8675  -6.4967  1.8170  0.08
H  -7.0249  -6.5796  0.4772  0.09
H  -5.9366  -7.9543  0.8106  0.09
H  -6.0047  -6.3719  -1.9963  0.09
H  -4.9163  -7.7466  -1.6630  0.09
H  -4.2481  -6.1672  -2.1114  0.08
C  -0.3441  7.1667  -1.4068  -0.01
C  -1.0248  7.8996  -0.2788  -0.49
O  -1.0940  7.4288  0.8340  0.06
C  -1.6180  9.2510  -0.5973  -0.03
H  0.0335  6.2189  -1.0427  0.05
H  -1.0580  6.9768  -2.2110  0.09
H  0.4932  7.7551  -1.7837  0.08
H  -2.3838  9.1497  -1.3680  0.08
H  -0.8361  9.9298  -0.9414  0.08
H  -2.0743  9.6655  0.2996  0.08
C  -1.1346  1.3564  5.2781  -0.01
C  -2.4662  1.8727  4.7868  -0.47
O  -2.9014  1.5518  3.7023  0.04
C  -3.2252  2.8004  5.6984  -0.03
H  -0.6982  0.7020  4.5244  0.07
H  -0.4547  2.1913  5.4560  0.09
H  -1.2718  0.7894  6.2001  0.09
H  -2.6322  3.6960  5.8920  0.09
H  -3.4550  2.2997  6.6387  0.09
H  -4.1571  3.0927  5.2240  0.07
C  -5.4213  6.1300  5.9504  -0.02
C  -5.5407  5.4001  7.2665  -0.49
O  -5.2028  4.2442  7.3815  0.06
C  -6.1005  6.1763  8.4335  -0.02
H  -5.0069  5.4598  5.2000  0.07
H  -6.4054  6.4639  5.6183  0.09
H  -4.7580  6.9896  6.0590  0.09
H  -7.1136  6.5122  8.2066  0.09
H  -5.4661  7.0379  8.6477  0.09
H  -6.1311  5.5350  9.3119  0.08

Forces on atoms 1 to 3 (eV/Å):
C -0.44 0.21 0.65
C 0.21 -0.14 -1.15
C -0.09 -0.05 0.54

As for the highest occupied orbital energy: -7.5 eV. The HOMO-LUMO gap is 8.1 eV. The calculation puts the LUMO energy at 0.66 eV. As for the spin multiplicity: 1.



Density functional theory data (ωB97M-V with the def2-TZVPD basis set) for a cluster of 3 separate species, C5H18N2O2S in total in a non-equilibrium geometry.

Each line ends with the Löwdin charge.
CARTESIAN COORDINATES (ANGSTROEM)
C  -0.7501  -0.5071  -1.9164  -0.19
N  0.5932  0.0324  -2.1354  -0.09
C  1.6194  -0.6052  -1.2024  -0.28
C  2.3780  0.4807  -0.4352  -0.54
S  3.2956  0.0461  1.1613  0.67
C  -1.3327  0.3130  -0.6042  -0.31
N  -0.7858  -0.4301  0.6577  -0.02
C  -2.8429  -0.0009  -0.6286  -0.09
H  -1.3524  -0.3372  -2.7672  0.09
H  -0.6819  -1.5835  -1.6964  0.11
H  0.8767  0.0577  -3.1419  0.12
H  2.3814  -1.0705  -1.7950  0.09
H  1.1455  -1.3269  -0.4474  0.11
H  3.2428  1.1460  -0.8468  0.07
H  1.5100  1.3083  -0.1768  0.08
H  -0.9332  1.3882  -0.5481  0.13
H  2.9423  -1.2186  1.0285  -0.18
H  0.2082  -0.1814  0.9391  0.02
H  -1.2841  -0.1713  1.5149  0.05
H  -3.3212  -0.2591  0.2961  0.05
H  -3.3488  1.1109  -0.8876  0.14
H  -3.3213  -0.5679  -1.3499  0.03
H  0.0932  -1.2491  2.4327  -0.03
H  -0.7827  -0.7981  3.5517  0.07
O  0.1395  -0.8496  3.2593  -0.04
H  0.1926  2.0164  1.1869  -0.04
H  0.2951  1.2218  2.5010  0.07
O  -0.1764  2.0352  2.0501  -0.09

Forces on atoms 1 to 3 (eV/Å):
C 1.51 1.81 2.78
N 1.19 -0.81 -0.15
C -0.10 0.75 -0.46

As for the highest occupied orbital energy: -9.0 eV. The HOMO-LUMO gap is 9.8 eV. The calculation puts the LUMO energy at 0.74 eV. As for the spin multiplicity: 1. The energy relative to the best compared isomer or geometry (same formula, charge and spin) comes out at 68.7 kcal/mol.



Density functional theory data (ωB97M-V with the def2-TZVPD basis set) for a cluster of 2 separate species, C9H18N4O in total in a non-equilibrium geometry.

Each line ends with the Löwdin charge.
CARTESIAN COORDINATES (ANGSTROEM)
C  -2.9529  0.1566  0.5956  -0.09
C  1.7805  -0.1783  -0.5370  -0.52
C  0.4370  -0.2915  0.2370  -0.22
C  -1.7799  0.6420  0.8170  -0.25
C  -3.3817  -0.9493  -0.4297  -0.05
C  2.4705  1.1712  0.0499  0.00
C  2.7360  -1.3955  -0.2344  -0.03
C  0.5248  -0.9356  1.5356  -0.03
C  -1.6395  2.0462  1.5172  -0.03
N  -0.5614  -1.0295  -3.3593  0.11
N  -0.6835  -1.0218  -2.2450  0.04
N  -0.5776  0.4760  -0.1214  -0.18
N  1.8018  0.0855  -1.9137  0.03
O  -0.8046  0.9442  -1.2865  -0.14
H  -3.7207  0.5918  1.2487  0.11
H  -2.4390  -1.3715  -0.7017  0.01
H  -3.6395  -0.5212  -1.4096  0.09
H  -3.9520  -1.7303  0.0447  0.07
H  1.9623  2.0459  -0.0439  0.05
H  3.3941  1.2048  -0.4943  0.07
H  2.8447  0.9926  1.0273  0.06
H  2.1870  -2.3040  -0.4505  0.08
H  2.9853  -1.4504  0.8265  0.07
H  3.6211  -1.2798  -0.8349  0.08
H  1.1539  -0.2737  2.2469  0.13
H  0.9189  -1.9423  1.5163  0.08
H  -0.5569  -0.8986  1.9596  0.11
H  -2.5312  2.2723  2.1535  0.08
H  -1.5230  2.7008  0.6873  0.06
H  -0.7644  2.1267  2.3289  0.11
H  1.1860  0.8284  -2.1802  0.06
H  1.5038  -0.7120  -2.5502  0.07

Forces on atoms 1 to 3 (eV/Å):
C -3.00 -2.10 -0.83
C 0.93 1.20 1.87
C 0.72 1.46 -2.13

As for the highest occupied orbital energy (alpha / beta): -8.3 / -8.3 eV. The HOMO-LUMO gap (alpha / beta) is 9.1 / 9.1 eV. The calculation puts the LUMO energy (alpha / beta) at 0.80 / 0.80 eV. As for the spin multiplicity: 1. The energy relative to the best compared isomer or geometry (same formula, charge and spin) comes out at 111.0 kcal/mol.



Density functional theory data (ωB97M-V with the def2-TZVPD basis set) for the molecule C32H40N2O.

Each line ends with the Löwdin charge.
CARTESIAN COORDINATES (ANGSTROEM)
C  2.5902  4.7109  3.2143  -0.09
O  1.7729  3.7495  2.5957  -0.09
C  2.0914  3.3459  1.3273  -0.23
C  3.1592  3.8238  0.5866  -0.01
C  3.4046  3.3409  -0.6911  -0.02
C  2.5913  2.3797  -1.2663  -0.18
C  1.5129  1.9203  -0.5117  0.00
C  1.2521  2.3725  0.7655  -0.11
C  0.1134  1.8451  1.5994  -0.15
N  -0.6766  0.8650  0.8873  -0.03
H  -1.1421  1.3106  0.1049  0.11
C  -1.6343  0.1285  1.6870  -0.23
C  -2.9695  0.8779  1.9108  -0.26
C  -3.5967  1.2296  0.5558  -0.12
H  -3.0565  2.0378  0.0593  0.10
H  -4.6168  1.5823  0.7203  0.11
C  -3.5915  -0.0589  -0.2926  -0.15
N  -3.3696  -1.2228  0.5464  -0.14
C  -4.2971  -1.1943  1.6655  -0.16
H  -4.2651  -2.1647  2.1678  0.12
H  -5.3019  -1.0626  1.2589  0.12
C  -3.9390  -0.0543  2.6428  -0.12
H  -4.8328  0.4928  2.9469  0.11
H  -3.4629  -0.4458  3.5438  0.11
C  -2.0060  -1.2554  1.0639  -0.20
H  -2.0113  -1.9935  1.8729  0.15
C  -0.9797  -1.7388  0.0161  -0.18
C  -1.5265  -2.7483  -0.9621  -0.19
C  -1.0012  -2.7711  -2.2492  -0.03
C  -1.4292  -3.7008  -3.1790  -0.09
C  -2.3970  -4.6281  -2.8348  -0.10
C  -2.9270  -4.6154  -1.5568  -0.08
C  -2.4943  -3.6863  -0.6266  -0.05
H  -2.9297  -3.6846  0.3589  0.11
H  -3.6837  -5.3359  -1.2805  0.10
H  -2.7363  -5.3550  -3.5585  0.10
H  -1.0077  -3.7007  -4.1741  0.10
H  -0.2421  -2.0522  -2.5268  0.11
C  0.2216  -2.3155  0.7392  -0.17
C  0.1774  -3.5892  1.2934  -0.03
C  1.2698  -4.1052  1.9669  -0.08
C  2.4255  -3.3546  2.0996  -0.10
C  2.4780  -2.0848  1.5524  -0.08
C  1.3853  -1.5708  0.8766  -0.03
H  1.4348  -0.5747  0.4680  0.09
H  3.3740  -1.4884  1.6500  0.10
H  3.2786  -3.7583  2.6256  0.10
H  1.2193  -5.0988  2.3891  0.10
H  -0.7145  -4.1890  1.1887  0.11
H  -0.6324  -0.8728  -0.5505  0.12
H  -2.8068  -0.0403  -1.0500  0.12
H  -4.5458  -0.1934  -0.8093  0.12
H  -2.7936  1.7839  2.4993  0.14
H  -1.1562  -0.0508  2.6569  0.15
H  -0.4745  2.7063  1.9645  0.13
H  0.5396  1.3582  2.4840  0.14
H  0.8543  1.1745  -0.9256  0.10
C  2.8195  1.8071  -2.6566  -0.56
C  4.0626  2.3901  -3.3337  -0.07
H  4.9577  2.1766  -2.7544  0.09
H  3.9697  3.4658  -3.4637  0.08
H  4.1842  1.9423  -4.3181  0.08
C  3.0021  0.2861  -2.5508  -0.04
H  3.2003  -0.1368  -3.5336  0.08
H  2.1170  -0.1966  -2.1465  0.06
H  3.8410  0.0521  -1.8990  0.09
C  1.6012  2.1235  -3.5355  -0.04
H  1.7524  1.7361  -4.5410  0.08
H  0.6962  1.6778  -3.1320  0.07
H  1.4525  3.1996  -3.5988  0.09
H  4.2535  3.7398  -1.2216  0.10
H  3.8213  4.5734  0.9912  0.10
H  2.1613  4.8708  4.2026  0.09
H  3.6203  4.3552  3.3215  0.10
H  2.5890  5.6575  2.6634  0.10

Forces on atoms 1 to 3 (eV/Å):
C 0.14 0.17 0.12
O -0.15 -0.30 -0.31
C 0.04 -0.01 -0.17

As for the highest occupied orbital energy: -7.9 eV. The HOMO-LUMO gap is 8.6 eV. The calculation puts the LUMO energy at 0.69 eV. As for the spin multiplicity: 1. The energy relative to the best compared isomer or geometry (same formula, charge and spin) comes out at 1.4 kcal/mol.